# 1
Computed, not measured: a molecular structure, C42H50N4O5SSbSe4Tc at a distorted geometry, with the ωB97M-V functional and the def2-TZVPD basis.

XYZ file:
```
108
Properties=species:S:1:pos:R:3
Tc 0.181 -1.345 -0.759
C 2.134 4.613 2.791
C 2.212 3.363 3.664
C 1.356 3.583 4.923
C 3.677 3.130 4.066
C 1.690 2.133 2.941
C 1.197 2.163 1.685
C 0.799 0.920 1.085
N 0.435 0.695 -0.152
C 0.182 1.596 -1.156
C -0.346 2.901 -1.046
C -0.738 3.549 -2.186
C -0.481 2.911 -3.432
C 0.055 1.650 -3.597
C 0.293 0.944 -2.403
O 0.576 -0.353 -2.358
C 0.303 1.017 -4.967
C 0.166 2.052 -6.084
C 1.730 0.451 -5.008
C -0.726 -0.103 -5.186
C -1.517 4.861 -2.136
C -3.015 4.508 -2.072
C -1.141 5.680 -0.897
C -1.271 5.704 -3.396
C 0.887 -0.333 1.822
O 0.509 -1.362 1.153
C 1.386 -0.366 3.152
C 1.749 0.858 3.638
C 1.647 -1.655 3.933
C 0.524 -2.683 3.757
C 1.795 -1.362 5.429
C 2.964 -2.247 3.402
H 2.520 5.464 3.351
H 2.740 4.517 1.888
H 1.106 4.848 2.508
H 1.697 4.475 5.447
H 0.306 3.723 4.659
H 1.424 2.744 5.618
H 4.050 4.002 4.602
H 3.797 2.266 4.722
H 4.305 2.980 3.186
H 1.176 3.070 1.103
H -0.520 3.329 -0.069
H -0.759 3.447 -4.327
H 0.811 2.915 -5.909
H 0.472 1.600 -7.027
H -0.862 2.397 -6.205
H 2.463 1.238 -4.821
H 1.880 -0.339 -4.274
H 1.930 0.035 -5.996
H -1.745 0.288 -5.124
H -0.590 -0.546 -6.174
H -0.612 -0.899 -4.448
H -3.260 4.037 -1.116
H -3.626 5.403 -2.183
H -3.284 3.803 -2.863
H -1.530 5.236 0.022
H -0.059 5.793 -0.804
H -1.574 6.677 -0.973
H -1.785 5.296 -4.267
H -1.660 6.710 -3.240
H -0.207 5.791 -3.624
H 2.143 0.883 4.644
H -0.448 -2.268 4.028
H 0.470 -3.065 2.742
H 0.721 -3.535 4.409
H 0.947 -0.792 5.815
H 1.839 -2.305 5.971
H 2.714 -0.819 5.657
H 2.854 -2.594 2.373
H 3.769 -1.510 3.438
H 3.254 -3.102 4.013
Se -4.393 -1.618 -5.268
Sb -4.639 -2.193 -3.087
Se -2.027 -1.117 -1.144
Se -3.060 0.885 -1.319
Se -5.225 0.328 -1.939
O -1.581 -3.940 -2.713
C -0.474 -4.093 -2.272
N 0.101 -3.249 -1.285
S 1.714 -3.608 -0.983
O 1.897 -3.988 0.380
O 2.337 -2.345 -1.411
C 1.771 -4.983 -2.048
C 2.797 -5.890 -2.227
C 2.549 -6.963 -3.075
C 1.322 -7.103 -3.718
C 0.298 -6.188 -3.513
C 0.529 -5.126 -2.658
H 3.749 -5.777 -1.728
H 3.320 -7.705 -3.226
H 1.161 -7.945 -4.378
H -0.668 -6.296 -3.989
N -3.712 -0.786 3.445
C -3.397 -0.258 2.238
N -2.896 -1.136 1.414
C -2.900 -2.343 2.109
C -2.518 -3.621 1.697
C -2.653 -4.649 2.604
C -3.145 -4.423 3.903
C -3.532 -3.167 4.321
C -3.408 -2.139 3.390
H -4.145 -0.301 4.212
H -3.578 0.779 1.995
H -2.146 -3.806 0.696
H -2.381 -5.655 2.315
H -3.232 -5.258 4.584
H -3.915 -2.995 5.318
```

highest occupied orbital energy = -12.8 eV
total charge = +2
multiplicity = 1
LUMO level = -8.1 eV
F_max = 2.07 eV/Å
ΔE to the lowest compared entry with this formula, charge and spin = 1.661 eV
electronic energy = -341507.18052 eV

These are the Mulliken partial charges, in e, on atoms 1 to 4: atom 1 (Tc): 0.398, atom 2 (C): -2.133, atom 3 (C): 1.829, atom 4 (C): -1.601


# 2
Computed, not measured: 4 unconnected molecules or ions with the total composition C31H66FN5O10S at a distorted geometry, with the ωB97M-V functional and the def2-TZVPD basis.

XYZ file:
```
114
Properties=species:S:1:pos:R:3
C 2.391 0.819 1.070
C 3.549 1.751 0.356
C 2.978 2.536 -0.996
O 3.467 3.920 -0.899
N 2.423 4.802 -0.790
C 2.507 5.501 0.549
C 1.188 6.387 0.955
C -0.098 5.518 1.486
N -1.333 5.730 0.617
C -2.390 4.667 0.867
C -2.427 3.639 -0.418
C -0.992 3.332 -1.184
C -0.805 2.380 -2.509
C -2.134 1.635 -3.113
C -3.584 1.893 -2.352
C -3.757 2.890 -1.020
O -5.083 3.083 -0.412
S 2.636 5.887 -2.141
O 2.644 4.977 -3.431
O 4.052 6.585 -2.149
F 1.352 7.009 -2.375
H 1.405 0.841 0.437
H 2.795 -0.283 1.096
H 2.214 1.274 2.157
H 4.516 1.119 0.076
H 3.929 2.601 1.102
H 1.822 2.428 -1.144
H 3.519 1.997 -1.913
H 2.594 4.636 1.367
H 3.521 6.108 0.642
H 0.799 7.113 0.123
H 1.525 7.086 1.862
H 0.150 4.370 1.674
H -0.386 5.944 2.564
H -1.718 6.702 0.792
H -3.424 5.217 0.948
H -2.204 4.020 1.828
H -0.034 3.838 -0.741
H 0.292 2.292 -2.959
H -1.993 0.937 -4.049
H -4.509 1.318 -2.802
H -5.225 2.275 0.195
C -0.817 -4.799 3.836
O -0.484 -5.371 2.579
C -1.602 -5.513 1.691
C -1.533 -4.482 0.551
N -1.795 -3.126 1.035
C -1.428 -2.065 0.088
C 0.035 -1.996 -0.402
O 0.973 -1.601 0.598
C 1.359 -2.636 1.490
H 0.020 -4.967 4.518
H -0.963 -3.720 3.748
H -1.712 -5.260 4.267
H -2.562 -5.471 2.223
H -1.517 -6.513 1.251
H -2.275 -4.741 -0.216
H -0.541 -4.564 0.102
H -1.277 -2.971 1.894
H -1.661 -1.115 0.583
H -2.092 -2.134 -0.785
H 0.076 -1.215 -1.169
H 0.359 -2.916 -0.899
H 1.423 -3.610 0.998
H 0.676 -2.668 2.337
H 2.346 -2.390 1.889
C 4.366 0.652 -5.439
O 3.999 2.008 -5.650
C 4.371 2.885 -4.577
C 5.554 3.781 -4.983
N 6.796 3.014 -5.096
C 7.881 3.721 -5.788
C 7.630 4.212 -7.230
O 7.523 3.168 -8.198
C 6.258 2.525 -8.236
H 3.827 0.037 -6.163
H 5.434 0.506 -5.608
H 4.100 0.312 -4.432
H 4.573 2.338 -3.646
H 3.503 3.529 -4.395
H 5.684 4.571 -4.233
H 5.287 4.256 -5.931
H 6.613 2.152 -5.599
H 8.733 3.030 -5.812
H 8.189 4.575 -5.170
H 8.509 4.796 -7.524
H 6.781 4.899 -7.302
H 5.432 3.214 -8.044
H 6.246 1.692 -7.536
H 6.122 2.102 -9.235
C -7.634 -7.968 5.981
O -8.001 -6.612 5.770
C -7.629 -5.735 6.843
C -6.446 -4.839 6.437
N -5.204 -5.606 6.324
C -4.119 -4.899 5.632
C -4.370 -4.408 4.190
O -4.477 -5.452 3.222
C -5.742 -6.095 3.184
H -8.173 -8.583 5.257
H -6.566 -8.114 5.812
H -7.900 -8.308 6.988
H -7.427 -6.282 7.774
H -8.497 -5.091 7.025
H -6.316 -4.049 7.187
H -6.713 -4.364 5.489
H -5.387 -6.468 5.821
H -3.267 -5.590 5.608
H -3.811 -4.045 6.250
H -3.491 -3.824 3.896
H -5.219 -3.721 4.118
H -6.568 -5.406 3.376
H -5.754 -6.928 3.884
H -5.878 -6.518 2.185
```

highest occupied orbital energy = -8.3 eV
multiplicity = 1
SMILES string = CCCON(CCCNCc1ccccc1O)S(=O)(=O)F.COCCNCCOC.COCCNCCOC.COCCNCCOC
LUMO level = -1.1 eV
F_max = 10.12 eV/Å
electronic energy = -74674.76039 eV

These are the Mulliken partial charges, in e, on atoms 1 to 4: atom 1 (C): -0.268, atom 2 (C): -0.508, atom 3 (C): 0.966, atom 4 (O): -0.389


# 3
Computed, not measured: a single C3H6N2O molecule at a distorted geometry, with the ωB97M-V functional and the def2-TZVPD basis.

XYZ file:
```
12
Properties=species:S:1:pos:R:3
C 1.175 -0.216 0.046
C -1.043 0.487 -0.048
C -0.916 -0.962 0.155
H 2.769 0.619 0.000
H 0.587 1.801 -0.217
H -1.388 0.638 -1.106
H -1.702 1.117 0.634
H -1.570 -1.445 -0.656
H -1.225 -1.222 1.265
N 2.443 -0.273 0.062
N 0.373 0.826 0.041
O 0.497 -1.370 -0.176
```

highest occupied orbital energy = -9.0 eV
multiplicity = 1
SMILES string = [H]/N=C1\NCCO1
LUMO level = 0.6 eV
F_max = 4.88 eV/Å
ΔE to the lowest compared entry with this formula, charge and spin = 2.065 eV
electronic energy = -8234.63412 eV

These are the Mulliken partial charges, in e, on atoms 1 to 4: atom 1 (C): 0.471, atom 2 (C): -0.348, atom 3 (C): -0.314, atom 4 (H): 0.207


# 4
Computed, not measured: 4 unconnected molecules or ions with the total composition C40H90BIN7O7P2S2 at a distorted geometry, with the ωB97M-V functional and the def2-TZVPD basis.

XYZ file:
```
150
Properties=species:S:1:pos:R:3
C 5.320 1.322 6.547
C 5.278 2.504 5.926
C 4.207 3.504 6.181
O 3.214 3.214 6.844
O 4.381 4.745 5.638
C 3.864 4.829 4.297
C 2.656 5.734 4.220
C 1.808 5.409 2.987
C 0.756 4.341 3.326
C 0.442 3.435 2.124
C 1.512 2.339 2.058
N 1.154 1.035 2.637
C -0.118 0.526 2.554
N -1.149 0.828 3.284
C -2.466 0.176 3.112
C -3.063 0.267 1.698
C -3.245 -1.154 1.109
I -5.114 -1.412 0.095
C -1.038 1.818 4.354
S -1.492 1.115 5.981
O -0.371 1.271 6.845
O -2.733 1.703 6.372
N -0.192 -0.496 1.632
C 1.146 -1.118 1.509
B 1.206 -2.687 1.795
O 2.476 -3.196 1.882
C -0.059 -3.616 1.919
C -0.458 -3.800 3.412
P 1.312 -1.140 -0.411
C 1.292 0.607 -1.018
O 2.806 -1.694 -0.802
C 2.008 -0.134 2.384
C 3.365 0.136 1.742
S 4.585 0.984 2.796
C 5.858 -0.269 3.082
C 7.285 0.299 2.969
P 2.477 -0.730 4.160
N 2.120 0.680 5.060
O 1.188 -1.680 4.618
H 5.836 0.490 6.088
H 4.831 1.133 7.492
H 6.054 2.747 5.210
H 3.647 3.815 3.952
H 4.662 5.241 3.684
H 2.031 5.585 5.100
H 2.956 6.776 4.230
H 1.283 6.306 2.670
H 2.474 5.094 2.180
H 1.159 3.753 4.151
H -0.134 4.863 3.672
H -0.587 3.085 2.084
H 0.580 4.054 1.241
H 2.362 2.720 2.622
H 1.881 2.261 1.038
H -3.153 0.673 3.791
H -2.364 -0.845 3.472
H -2.389 0.791 1.026
H -4.039 0.733 1.703
H -2.451 -1.405 0.418
H -3.236 -1.921 1.873
H -0.006 2.127 4.456
H -1.694 2.659 4.156
H -1.702 -0.200 5.693
H -0.689 -0.293 0.775
H 2.569 -3.795 2.627
H -0.903 -3.268 1.324
H 0.201 -4.608 1.552
H 0.440 -4.014 3.980
H -0.921 -2.891 3.778
H -1.118 -4.656 3.504
H 0.660 1.228 -0.392
H 0.923 0.567 -2.037
H 2.305 1.008 -1.083
H 3.370 -0.949 -1.041
H 3.772 -0.840 1.493
H 3.291 0.715 0.829
H 5.722 -0.772 4.034
H 5.727 -1.032 2.321
H 7.794 -0.186 2.141
H 7.285 1.364 2.765
H 7.856 0.086 3.866
H 2.722 1.445 4.793
H 2.189 0.485 6.051
H 1.555 -2.296 5.256
C -1.645 -7.610 -1.140
C -2.712 -6.942 -1.994
N -3.262 -5.745 -1.386
C -4.476 -5.270 -2.029
C -4.376 -4.791 -3.480
C -2.298 -4.721 -1.027
C -1.388 -4.157 -2.128
H -2.016 -7.802 -0.132
H -1.362 -8.565 -1.583
H -0.739 -7.006 -1.067
H -3.529 -7.656 -2.128
H -2.296 -6.752 -2.996
H -4.893 -4.468 -1.417
H -5.212 -6.078 -1.987
H -3.879 -3.823 -3.555
H -5.376 -4.666 -3.899
H -3.845 -5.505 -4.109
H -1.656 -5.125 -0.237
H -2.835 -3.895 -0.549
H -0.948 -4.944 -2.743
H -0.563 -3.602 -1.673
H -1.916 -3.464 -2.783
C -0.932 -6.365 -6.364
C -1.685 -5.070 -6.629
N -0.816 -3.949 -6.932
C -1.493 -2.666 -6.881
C -2.610 -2.396 -7.896
C 0.098 -4.143 -8.043
C -0.495 -4.501 -9.412
H -0.176 -6.223 -5.590
H -1.628 -7.132 -6.021
H -0.443 -6.748 -7.260
H -2.252 -4.822 -5.727
H -2.427 -5.247 -7.424
H -0.742 -1.875 -6.962
H -1.915 -2.558 -5.876
H -2.218 -2.213 -8.895
H -3.161 -1.499 -7.603
H -3.326 -3.216 -7.948
H 0.804 -4.931 -7.766
H 0.716 -3.248 -8.145
H -1.243 -5.292 -9.343
H 0.298 -4.863 -10.069
H -0.947 -3.641 -9.902
C -0.688 4.441 -1.780
C -0.944 5.831 -1.216
N -0.959 6.865 -2.225
C -0.891 8.210 -1.677
C -2.056 8.695 -0.806
C -1.903 6.668 -3.313
C -3.387 6.504 -2.960
H 0.221 4.424 -2.383
H -0.563 3.730 -0.958
H -1.516 4.084 -2.393
H -0.134 6.055 -0.514
H -1.874 5.810 -0.625
H -0.747 8.912 -2.501
H 0.028 8.276 -1.084
H -2.941 8.920 -1.398
H -1.771 9.618 -0.298
H -2.326 7.971 -0.037
H -1.591 5.784 -3.876
H -1.792 7.492 -4.021
H -3.542 5.800 -2.140
H -3.926 6.116 -3.826
H -3.853 7.450 -2.693
```

highest occupied orbital energy = -9.4 eV
total charge = +1
multiplicity = 1
LUMO level = -3.1 eV
F_max = 2.36 eV/Å
electronic energy = -116720.44208 eV

These are the Mulliken partial charges, in e, on atoms 1 to 4: atom 1 (C): -0.632, atom 2 (C): -0.052, atom 3 (C): 0.487, atom 4 (O): -0.537